No. 1
{
  "formula": "C13H46O10",
  "method": "ωB97M-V with the def2-TZVPD basis set",
  "gap_ev": 9.35,
  "lumo_energy_ev": 0.2,
  "molar_mass_g_mol": 362.5,
  "homo_energy_ha": -0.3376,
  "energy_ha": -1274.80976,
  "elements": ["C", "O", "H", "H", "H", "H", "C", "C", "C", "O", "H", "H", "H", "H", "H", "H", "H", "H", "C", "C", "C", "O", "H", "H", "H", "H", "H", "H", "H", "H", "C", "C", "C", "O", "H", "H", "H", "H", "H", "H", "H", "H", "C", "C", "C", "O", "H", "H", "H", "H", "H", "H", "H", "H", "O", "H", "H", "O", "H", "H", "O", "H", "H", "O", "H", "H", "O", "H", "H"],
  "coordinates": [[9.4406, -6.5349, -1.5988], [10.0297, -6.2185, -2.8150], [8.4154, -6.7564, -1.8954], [9.8911, -7.4231, -1.1556], [9.3441, -5.6539, -0.9643], [9.8009, -6.8389, -3.5109], [8.6320, -7.8411, -5.3283], [8.4967, -8.6992, -4.1089], [8.5604, -10.2140, -4.3506], [9.6276, -8.4631, -3.3611], [7.8913, -8.1743, -6.0552], [9.6284, -7.9492, -5.7567], [8.3651, -6.8027, -5.1317], [7.6979, -8.3429, -3.4584], [7.5968, -10.6041, -4.6782], [8.9636, -10.8199, -3.5393], [9.2696, -10.4022, -5.1567], [9.4755, -8.8155, -2.4812], [11.9019, -7.6547, -5.0931], [12.3883, -6.1974, -5.1783], [13.2315, -6.0262, -3.8821], [13.1954, -5.9335, -6.2826], [11.1538, -7.7817, -5.8756], [11.3618, -7.8298, -4.1627], [12.7299, -8.3631, -5.1217], [11.5118, -5.5640, -5.0416], [13.6319, -5.0136, -3.9318], [14.0331, -6.7577, -3.7795], [12.5840, -6.2552, -3.0357], [13.3412, -6.7205, -6.8127], [6.8823, -1.6743, -7.8086], [7.9201, -1.9964, -6.7124], [8.0306, -3.4655, -6.3698], [9.1750, -1.5244, -7.1511], [5.9951, -2.1020, -7.3416], [7.1595, -2.1447, -8.7520], [6.6495, -0.6215, -7.9683], [7.5157, -1.4676, -5.8494], [7.8425, -4.0377, -7.2783], [7.3563, -3.8030, -5.5828], [8.9923, -3.8649, -6.0476], [9.4860, -0.8295, -6.5664], [11.4942, -4.1737, -3.0845], [10.0978, -3.5577, -3.1984], [9.7253, -2.7360, -4.4805], [9.0613, -4.5017, -3.0615], [12.2743, -3.4248, -3.2217], [11.5189, -4.8824, -3.9123], [11.7524, -4.6376, -2.1326], [9.7771, -2.8373, -2.4459], [10.0298, -3.3360, -5.3380], [10.2921, -1.8065, -4.5344], [8.6769, -2.4687, -4.6129], [9.3668, -5.3716, -2.7940], [7.2373, -3.6529, -2.4932], [7.9363, -3.9824, -3.0581], [7.2432, -2.7058, -2.6316], [9.5551, -5.1737, -5.1278], [8.8162, -5.6098, -5.5523], [9.2020, -4.8586, -4.2958], [10.4879, -4.6515, -7.1610], [10.3576, -3.7676, -7.5046], [10.2052, -4.5982, -6.2480], [7.9462, -6.9505, -7.7651], [8.2286, -6.9914, -6.8514], [7.7457, -7.8578, -7.9951], [7.0912, -5.6943, -5.5052], [6.6051, -5.5485, -6.3168], [6.6562, -5.1355, -4.8612]],
  "forces_ev_per_a": [[-1.38, -1.93, 0.81], [5.39, -5.03, 1.63], [-0.50, -0.41, 0.83], [0.09, 0.44, 0.52], [0.67, -0.15, 0.09], [0.11, -0.78, 0.17], [-0.63, -1.32, 0.07], [-0.26, -1.38, 0.12], [-0.88, -0.02, -1.17], [1.85, -0.47, 1.31], [0.00, -0.57, 0.60], [-0.58, -0.06, 0.10], [0.35, -1.95, 0.53], [-0.97, -0.42, -0.46], [-0.03, -0.21, 0.07], [-0.40, 0.38, 0.45], [0.02, 0.17, -0.22], [0.21, -0.14, 0.04], [-0.41, 0.84, -0.44], [1.25, -2.39, 2.26], [0.24, -0.50, -0.69], [0.09, 0.55, -0.55], [0.79, -0.52, -0.32], [0.49, 0.11, -0.25], [0.01, -0.04, -0.35], [0.58, -0.40, -1.63], [0.20, -0.17, 0.66], [0.26, 0.02, -0.60], [0.28, 0.48, 0.06], [-0.24, -0.04, 0.08], [-0.05, -0.82, 0.97], [-0.69, 0.57, -0.72], [-0.98, -0.09, -1.53], [0.80, 0.48, 0.06], [-0.55, -0.25, -0.73], [-0.23, -0.11, 0.05], [0.50, 0.09, 0.16], [0.52, 0.38, 0.36], [-0.43, -0.18, -0.17], [0.02, 1.26, -0.53], [-2.32, 1.51, -1.15], [0.08, -0.02, -0.05], [-0.88, 1.49, -0.53], [-1.20, 2.86, 0.75], [2.61, 0.05, 0.34], [-0.29, 5.28, -0.97], [-0.21, 0.27, -0.29], [0.20, 1.08, 1.38], [-0.56, -0.02, -0.06], [1.06, 0.18, 0.85], [0.58, 1.72, 0.94], [0.20, 0.08, 0.36], [0.35, -0.30, 0.92], [0.12, 0.64, -0.47], [-4.99, 2.23, 1.55], [0.16, -0.09, -0.08], [-0.44, 0.32, 0.17], [1.05, -3.53, -1.34], [0.35, 0.76, -0.44], [-0.83, 0.24, 0.88], [1.27, 0.28, -2.29], [0.15, 0.21, -0.48], [0.67, -0.68, -0.07], [-0.33, 0.69, -0.98], [0.09, 0.27, -0.79], [0.01, -0.16, -0.18], [-2.09, -0.80, 0.43], [-0.08, -0.08, -0.53], [-0.23, 0.10, 0.53]],
  "nbo_charge": [-0.285, -0.731, 0.178, 0.184, 0.232, 0.565, -0.701, 0.115, -0.634, -0.732, 0.217, 0.235, 0.238, 0.163, 0.211, 0.214, 0.217, 0.481, -0.641, 0.094, -0.640, -0.710, 0.190, 0.226, 0.205, 0.192, 0.212, 0.201, 0.199, 0.472, -0.611, 0.089, -0.697, -0.740, 0.195, 0.212, 0.209, 0.152, 0.212, 0.185, 0.265, 0.475, -0.648, 0.070, -0.627, -0.733, 0.221, 0.239, 0.215, 0.182, 0.215, 0.207, 0.213, 0.460, -1.008, 0.453, 0.445, -1.019, 0.515, 0.476, -0.965, 0.464, 0.452, -0.938, 0.474, 0.461, -0.955, 0.515, 0.501]
}

No. 2
{
  "formula": "C11H17P",
  "method": "ωB97M-V with the def2-TZVPD basis set",
  "gap_ev": [7.20, 8.02],
  "lumo_energy_ev": [0.3, 0.1],
  "molar_mass_g_mol": 180.2,
  "homo_energy_ha": [-0.2547, -0.2905],
  "energy_ha": -770.50973,
  "elements": ["C", "C", "C", "C", "C", "C", "C", "C", "C", "C", "C", "P", "H", "H", "H", "H", "H", "H", "H", "H", "H", "H", "H", "H", "H", "H", "H", "H", "H"],
  "coordinates": [[-2.4474, -2.5998, 1.2109], [-2.8447, -1.3995, 0.6919], [-1.1335, -2.8894, 1.0761], [-1.9299, -0.5227, 0.1105], [-0.1386, -1.9432, 0.6368], [-0.6029, -0.7264, 0.1059], [-0.4572, 2.4341, 0.1933], [-0.0986, 0.1115, -2.2372], [1.9970, 0.5163, 1.6535], [2.6208, 1.4705, -1.2961], [0.3324, 0.0917, -0.6766], [2.0049, 0.0432, -0.2006], [-3.2535, -3.2997, 1.4842], [-3.9533, -1.1233, 0.6353], [-0.7511, -3.8458, 1.4507], [-2.4372, 0.3658, -0.3091], [0.9225, -2.2653, 0.7052], [-1.0620, 2.6836, -0.6546], [-1.0006, 2.4231, 1.1467], [0.3390, 3.1103, 0.3657], [-1.1526, -0.2327, -2.3026], [0.5984, -0.5916, -2.6833], [0.0869, 1.0576, -2.5791], [0.9836, 0.6937, 2.0795], [2.5782, 1.4632, 1.8957], [2.3583, -0.4056, 2.1031], [2.9947, 2.2690, -0.5824], [1.8683, 1.7873, -1.9892], [3.5777, 1.3241, -2.0344]],
  "forces_ev_per_a": [[-1.78, -0.42, -0.66], [-1.79, 1.56, -0.71], [3.46, -0.26, 0.93], [-3.92, 1.07, 0.25], [-1.61, -1.55, 0.75], [2.73, -1.41, -0.14], [-0.41, -0.86, 0.49], [0.28, -2.25, 3.55], [-0.42, 1.03, -0.57], [3.27, 0.23, 0.13], [-2.57, 1.70, -0.90], [1.61, 0.52, -0.37], [0.89, 0.11, 0.25], [1.72, -0.41, 0.22], [-0.15, 0.24, -0.23], [0.95, -0.30, 0.06], [-0.90, 0.50, -0.37], [-0.27, -0.03, -0.42], [-0.17, -0.77, -0.41], [1.26, 0.38, -0.40], [0.86, 0.41, -0.20], [-0.17, -0.21, -0.52], [0.06, 2.30, -1.27], [0.41, -0.14, -0.73], [-0.28, -1.46, -0.37], [0.47, 0.39, 0.42], [-0.83, -0.52, -1.01], [-0.59, 0.55, 0.17], [-2.13, -0.43, 2.08]],
  "nbo_charge": [-0.244, -0.180, -0.198, -0.214, -0.208, -0.141, -0.605, -0.638, -0.913, -0.921, -0.222, 0.815, 0.221, 0.210, 0.208, 0.219, 0.228, 0.171, 0.176, 0.166, 0.228, 0.217, 0.211, 0.245, 0.241, 0.232, 0.235, 0.224, 0.236]
}

No. 3
{
  "formula": "C2H9N2",
  "method": "ωB97M-V with the def2-TZVPD basis set",
  "gap_ev": 5.61,
  "lumo_energy_ev": -9.7,
  "molar_mass_g_mol": 61.1,
  "homo_energy_ha": -0.5610,
  "charge": 1,
  "energy_ha": -190.62189,
  "elements": ["C", "N", "C", "N", "H", "H", "H", "H", "H", "H", "H", "H", "H"],
  "coordinates": [[1.0087, 0.2635, 0.4283], [0.0313, 1.2811, 0.1101], [0.9956, -0.7096, -0.7237], [-1.8966, -0.3426, 0.0901], [0.6973, -0.2625, 1.3535], [1.9999, 0.6858, 0.6026], [-0.9621, 0.7509, 0.0687], [0.2276, 2.2110, 0.5615], [-0.0965, -0.9895, -0.8615], [1.5725, -1.6319, -0.5703], [-2.1939, -0.4711, 1.0681], [-2.7010, -0.5009, -0.4570], [1.3172, -0.2844, -1.6703]],
  "forces_ev_per_a": [[-0.16, 0.95, -0.80], [1.34, 0.23, 1.16], [-1.71, -1.77, -1.09], [1.87, -0.21, 2.33], [-0.13, -0.07, 0.16], [-0.18, 0.35, 0.44], [-0.58, 0.21, -0.95], [-0.64, -1.00, -0.35], [1.75, 0.00, -0.02], [-0.07, 0.42, 0.31], [-0.04, -0.02, -0.13], [-1.67, 0.56, -1.18], [0.22, 0.34, 0.13]],
  "nbo_charge": [-0.293, -0.334, -0.625, -0.552, 0.292, 0.260, 0.366, 0.422, 0.233, 0.254, 0.366, 0.373, 0.239]
}

No. 4
{
  "formula": "C5H14N2O",
  "method": "ωB97M-V with the def2-TZVPD basis set",
  "smiles": "CN(C)C(C)(C)ON",
  "gap_ev": 9.61,
  "lumo_energy_ev": 1.0,
  "molar_mass_g_mol": 118.2,
  "homo_energy_ha": -0.3154,
  "energy_ha": -383.58871,
  "elements": ["C", "N", "C", "C", "C", "C", "O", "N", "H", "H", "H", "H", "H", "H", "H", "H", "H", "H", "H", "H", "H", "H"],
  "coordinates": [[-1.0239, 1.5411, 0.5909], [-0.5747, 0.1609, 0.6133], [-1.7013, -0.7444, 0.6504], [0.4639, -0.1324, -0.3787], [0.8889, -1.6018, -0.3022], [0.0827, 0.2306, -1.8223], [1.5688, 0.7076, -0.0852], [2.1891, 0.3511, 1.1644], [-1.4771, 1.7728, 1.5562], [-1.7661, 1.7370, -0.1958], [-0.1694, 2.1969, 0.4377], [-2.3018, -0.7288, -0.2722], [-1.3651, -1.7598, 0.8383], [-2.3453, -0.4417, 1.4762], [1.8444, -1.7021, -0.8098], [0.1610, -2.2431, -0.7888], [1.0186, -1.8974, 0.7342], [-0.0196, 1.3068, -1.9232], [-0.8527, -0.2517, -2.0917], [0.8655, -0.1056, -2.4948], [1.5267, 0.6236, 1.8944], [2.9874, 0.9804, 1.2087]],
  "forces_ev_per_a": [[0.02, 0.00, 0.02], [0.19, 0.07, 0.01], [0.11, -0.02, 0.04], [0.03, -0.45, -0.08], [-0.10, 0.32, 0.10], [0.22, 0.07, 0.51], [0.30, 0.33, 0.05], [-0.18, -0.21, -0.06], [-0.05, 0.08, -0.04], [-0.02, 0.04, -0.02], [-0.04, 0.05, 0.02], [-0.04, -0.01, -0.01], [-0.07, -0.08, 0.00], [-0.08, -0.06, -0.01], [0.05, -0.02, -0.05], [-0.09, -0.11, -0.05], [0.00, -0.12, 0.04], [-0.06, 0.11, -0.06], [-0.11, -0.05, -0.05], [0.05, -0.04, -0.11], [0.10, 0.10, -0.16], [-0.23, -0.01, -0.07]],
  "nbo_charge": [-0.424, -0.483, -0.410, 0.426, -0.650, -0.648, -0.434, -0.534, 0.197, 0.166, 0.218, 0.162, 0.206, 0.202, 0.227, 0.206, 0.231, 0.219, 0.209, 0.222, 0.343, 0.349]
}

No. 5
{
  "formula": "C3H2FIN2",
  "method": "ωB97M-V with the def2-TZVPD basis set",
  "gap_ev": [8.17, 8.17],
  "lumo_energy_ev": [-0.1, -0.1],
  "molar_mass_g_mol": 212.0,
  "homo_energy_ha": [-0.3050, -0.3049],
  "energy_ha": -622.35361,
  "elements": ["C", "C", "C", "N", "N", "F", "I", "H", "H"],
  "coordinates": [[1.5323, 3.1342, -0.0290], [0.6231, 3.0631, -0.7911], [2.3326, -0.4631, -0.7914], [1.4987, -1.0340, -1.3625], [0.6420, -1.2791, -2.1974], [-0.4352, 2.8879, -1.5024], [3.8777, -0.3288, 0.4620], [2.4349, 3.3414, 0.4877], [-0.3296, -1.4895, -1.9075]],
  "forces_ev_per_a": [[0.57, 0.33, -0.04], [-1.02, -0.38, -0.31], [1.40, 0.53, 1.31], [-1.13, 0.71, 0.02], [-1.47, -1.27, -1.86], [0.45, 0.13, 0.17], [0.06, -0.17, -0.04], [0.00, -0.11, 0.18], [1.13, 0.23, 0.58]],
  "nbo_charge": [-0.409, 0.424, -0.063, -0.022, -0.556, -0.259, 0.284, 0.243, 0.358]
}

No. 6
{
  "formula": "C6H10N3O",
  "method": "ωB97M-V with the def2-TZVPD basis set",
  "gap_ev": [5.81, 7.82],
  "lumo_energy_ev": [-5.1, -7.5],
  "molar_mass_g_mol": 140.2,
  "homo_energy_ha": [-0.4022, -0.5639],
  "charge": 1,
  "energy_ha": -473.60745,
  "spin_multiplicity": 3,
  "elements": ["C", "C", "C", "C", "C", "C", "N", "N", "N", "O", "H", "H", "H", "H", "H", "H", "H", "H", "H", "H"],
  "coordinates": [[0.4928, -0.5234, -0.3489], [-0.7536, -0.5731, 0.2617], [1.3227, 0.5780, -0.5833], [0.9054, -1.7782, -1.1161], [-1.5083, -1.8576, 0.2227], [-1.3091, 0.4492, 1.2004], [1.2190, 4.0657, 0.0721], [0.7132, 1.8631, 0.3555], [1.1034, 2.9133, 0.1389], [2.2483, 0.8994, -1.2553], [0.1030, -2.1707, -1.8893], [1.1625, -2.7253, -0.4299], [1.8714, -1.5728, -1.5681], [-2.3649, -1.7994, -0.5105], [-2.0323, -1.8648, 1.2352], [-0.8747, -2.7034, 0.0035], [-0.7058, 0.5469, 2.1012], [-1.3965, 1.4676, 0.7827], [-2.2718, 0.2236, 1.3952], [2.0754, 4.5622, -0.0677]],
  "forces_ev_per_a": [[2.15, -1.71, -2.94], [-3.01, -0.13, 2.24], [-0.44, 0.27, 0.48], [0.49, -1.56, 0.46], [-1.61, 1.11, 0.98], [2.49, 1.26, -1.61], [-0.83, 1.87, -0.90], [0.82, -1.02, -0.20], [-0.21, -0.44, 0.90], [0.38, -0.15, -0.29], [1.53, 1.08, 1.55], [-0.87, 2.13, -1.08], [-0.17, -0.09, -0.56], [0.78, -0.15, 0.44], [0.67, -0.82, -1.25], [-0.39, -0.31, 0.24], [-0.01, -0.06, 0.24], [0.34, -0.28, -0.05], [-3.10, -1.10, 1.14], [0.98, 0.09, 0.21]],
  "nbo_charge": [0.133, 0.121, 0.495, -0.695, -0.673, -0.660, -0.312, -0.134, 0.374, -0.402, 0.293, 0.288, 0.259, 0.264, 0.252, 0.239, 0.252, 0.238, 0.234, 0.435]
}

Q: What is the formula in the third record?
A: C2H9N2

Please write out number 2 again, unchanged.
{
  "formula": "C11H17P",
  "method": "ωB97M-V with the def2-TZVPD basis set",
  "gap_ev": [7.20, 8.02],
  "lumo_energy_ev": [0.3, 0.1],
  "molar_mass_g_mol": 180.2,
  "homo_energy_ha": [-0.2547, -0.2905],
  "energy_ha": -770.50973,
  "elements": ["C", "C", "C", "C", "C", "C", "C", "C", "C", "C", "C", "P", "H", "H", "H", "H", "H", "H", "H", "H", "H", "H", "H", "H", "H", "H", "H", "H", "H"],
  "coordinates": [[-2.4474, -2.5998, 1.2109], [-2.8447, -1.3995, 0.6919], [-1.1335, -2.8894, 1.0761], [-1.9299, -0.5227, 0.1105], [-0.1386, -1.9432, 0.6368], [-0.6029, -0.7264, 0.1059], [-0.4572, 2.4341, 0.1933], [-0.0986, 0.1115, -2.2372], [1.9970, 0.5163, 1.6535], [2.6208, 1.4705, -1.2961], [0.3324, 0.0917, -0.6766], [2.0049, 0.0432, -0.2006], [-3.2535, -3.2997, 1.4842], [-3.9533, -1.1233, 0.6353], [-0.7511, -3.8458, 1.4507], [-2.4372, 0.3658, -0.3091], [0.9225, -2.2653, 0.7052], [-1.0620, 2.6836, -0.6546], [-1.0006, 2.4231, 1.1467], [0.3390, 3.1103, 0.3657], [-1.1526, -0.2327, -2.3026], [0.5984, -0.5916, -2.6833], [0.0869, 1.0576, -2.5791], [0.9836, 0.6937, 2.0795], [2.5782, 1.4632, 1.8957], [2.3583, -0.4056, 2.1031], [2.9947, 2.2690, -0.5824], [1.8683, 1.7873, -1.9892], [3.5777, 1.3241, -2.0344]],
  "forces_ev_per_a": [[-1.78, -0.42, -0.66], [-1.79, 1.56, -0.71], [3.46, -0.26, 0.93], [-3.92, 1.07, 0.25], [-1.61, -1.55, 0.75], [2.73, -1.41, -0.14], [-0.41, -0.86, 0.49], [0.28, -2.25, 3.55], [-0.42, 1.03, -0.57], [3.27, 0.23, 0.13], [-2.57, 1.70, -0.90], [1.61, 0.52, -0.37], [0.89, 0.11, 0.25], [1.72, -0.41, 0.22], [-0.15, 0.24, -0.23], [0.95, -0.30, 0.06], [-0.90, 0.50, -0.37], [-0.27, -0.03, -0.42], [-0.17, -0.77, -0.41], [1.26, 0.38, -0.40], [0.86, 0.41, -0.20], [-0.17, -0.21, -0.52], [0.06, 2.30, -1.27], [0.41, -0.14, -0.73], [-0.28, -1.46, -0.37], [0.47, 0.39, 0.42], [-0.83, -0.52, -1.01], [-0.59, 0.55, 0.17], [-2.13, -0.43, 2.08]],
  "nbo_charge": [-0.244, -0.180, -0.198, -0.214, -0.208, -0.141, -0.605, -0.638, -0.913, -0.921, -0.222, 0.815, 0.221, 0.210, 0.208, 0.219, 0.228, 0.171, 0.176, 0.166, 0.228, 0.217, 0.211, 0.245, 0.241, 0.232, 0.235, 0.224, 0.236]
}

Q: What is the formula in the fourth record?
A: C5H14N2O